(1)
A cluster of 10 separate species, C47H48F42N12O28S14 in total, computed with ωB97M-V/def2-TZVPD.

For the energy above the lowest of the compared OMol25 structures with the same formula, charge and spin, the calculation gives 0.00 kJ/mol. Its net charge is -2.

CARTESIAN COORDINATES (ANGSTROEM)
C -4.832 -27.587 -5.052
C -3.943 -28.454 -4.110
C -2.463 -28.135 -4.382
N -1.497 -28.980 -3.500
C -0.081 -28.458 -3.925
C 1.016 -28.724 -2.893
C 0.578 -28.391 -1.506
C -0.715 -29.117 -1.141
C -1.889 -28.697 -1.994
C -1.636 -30.480 -3.707
H -4.851 -26.550 -4.718
H -5.877 -27.890 -5.114
H -4.439 -27.590 -6.069
H -4.136 -29.526 -4.161
H -4.319 -28.181 -3.124
H -2.254 -27.067 -4.318
H -2.202 -28.446 -5.394
H -0.116 -27.389 -4.136
H 0.117 -28.950 -4.877
H 1.825 -28.040 -3.148
H 1.379 -29.745 -3.013
H 0.362 -27.326 -1.419
H 1.307 -28.797 -0.804
H -0.959 -29.011 -0.084
H -0.608 -30.195 -1.261
H -2.165 -27.649 -1.885
H -2.771 -29.290 -1.752
H -2.455 -30.876 -3.106
H -0.750 -30.920 -3.248
H -1.554 -30.747 -4.760
C -2.059 -18.940 -1.618
N -2.337 -19.913 -2.775
C -3.037 -21.007 -2.556
C -3.395 -21.902 -3.620
C -3.000 -21.624 -4.916
C -2.313 -20.403 -5.152
C -1.932 -19.571 -4.052
C -3.481 -22.507 -5.954
C -4.493 -22.110 -6.801
C -5.111 -23.037 -7.705
N -4.615 -24.305 -7.766
C -3.562 -24.647 -7.015
C -3.010 -23.816 -6.053
C -5.155 -25.295 -8.711
H -2.028 -17.929 -2.023
H -1.098 -19.290 -1.242
H -2.829 -18.921 -0.847
H -3.384 -21.165 -1.546
H -3.782 -22.873 -3.350
H -1.968 -20.133 -6.139
H -1.388 -18.651 -4.211
H -4.951 -21.140 -6.676
H -5.954 -22.879 -8.360
H -3.355 -25.707 -7.005
H -2.345 -24.220 -5.304
H -4.785 -26.271 -8.396
H -4.934 -24.947 -9.720
H -6.223 -25.219 -8.506
C -0.594 -20.885 3.257
N -1.258 -22.218 3.226
C -1.512 -22.827 4.401
C -2.165 -24.058 4.437
C -2.448 -24.741 3.242
C -2.125 -24.138 2.002
C -1.544 -22.849 2.082
C -3.241 -26.041 3.252
C -4.494 -26.161 3.878
C -5.166 -27.385 3.788
N -4.600 -28.434 3.107
C -3.471 -28.326 2.375
C -2.778 -27.097 2.417
C -5.196 -29.816 3.241
H -1.067 -20.215 3.975
H -0.496 -20.524 2.233
H 0.393 -21.233 3.560
H -1.196 -22.341 5.312
H -2.304 -24.527 5.400
H -2.374 -24.672 1.097
H -1.306 -22.285 1.191
H -4.972 -25.314 4.348
H -6.104 -27.561 4.293
H -3.149 -29.173 1.787
H -1.829 -26.944 1.924
H -4.946 -30.449 2.389
H -6.280 -29.773 3.354
H -4.766 -30.373 4.073
C -5.702 -32.733 0.564
F -6.265 -33.377 -0.449
F -6.394 -31.714 1.049
F -5.400 -33.613 1.588
S -3.988 -32.046 -0.197
O -3.548 -33.095 -1.169
O -4.416 -30.816 -0.889
N -3.029 -31.568 1.155
S -1.769 -32.350 0.964
O -1.848 -33.764 1.349
O -1.144 -32.190 -0.374
C -0.514 -31.526 2.225
F -0.670 -30.216 2.101
F -0.785 -31.869 3.482
F 0.759 -31.907 2.002
C -10.335 -31.253 2.045
F -10.652 -31.232 3.305
F -9.446 -32.198 1.840
F -11.458 -31.517 1.357
S -9.722 -29.547 1.422
O -10.886 -28.672 1.494
O -8.649 -29.107 2.275
N -9.304 -29.914 -0.206
S -8.425 -28.730 -0.529
O -8.897 -27.395 -0.273
O -7.020 -28.919 -0.097
C -8.276 -28.744 -2.485
F -7.652 -29.877 -2.838
F -9.500 -28.615 -3.096
F -7.466 -27.741 -2.879
C 3.452 -28.344 -7.232
F 3.491 -27.219 -7.887
F 2.478 -28.176 -6.239
F 3.060 -29.400 -8.011
S 5.175 -28.916 -6.482
O 5.779 -29.736 -7.527
O 5.915 -27.717 -6.102
N 4.665 -30.019 -5.189
S 5.358 -29.493 -3.964
O 6.827 -29.592 -3.938
O 4.822 -28.185 -3.427
C 4.829 -30.721 -2.585
F 5.485 -30.454 -1.466
F 3.526 -30.656 -2.354
F 5.054 -31.985 -2.919
C -8.871 -21.926 -3.316
F -9.729 -21.060 -3.873
F -8.216 -21.341 -2.319
F -9.626 -22.978 -2.872
S -7.456 -22.411 -4.678
O -7.168 -21.110 -5.346
O -6.352 -22.976 -3.910
N -8.446 -23.446 -5.683
S -8.095 -24.842 -5.154
O -7.046 -25.411 -5.970
O -7.993 -24.976 -3.681
C -9.670 -25.848 -5.664
F -9.841 -25.754 -7.027
F -9.526 -27.106 -5.290
F -10.667 -25.373 -4.991
C -4.342 -29.566 -8.044
F -5.458 -28.804 -7.873
F -3.873 -29.848 -6.851
F -4.665 -30.690 -8.670
S -2.997 -28.660 -9.241
O -2.182 -29.794 -9.699
O -3.743 -27.877 -10.276
N -2.217 -27.559 -8.076
S -0.737 -27.781 -8.254
O -0.203 -28.665 -7.235
O -0.297 -28.026 -9.608
C -0.063 -25.965 -7.915
F -0.718 -25.050 -8.668
F -0.251 -25.618 -6.661
F 1.235 -25.926 -8.189
C -0.233 -23.310 -1.989
F -0.387 -22.390 -1.008
F -0.388 -22.740 -3.103
F 1.003 -23.856 -1.960
S -1.561 -24.657 -1.820
O -1.648 -25.216 -3.182
O -1.103 -25.563 -0.767
N -2.891 -23.711 -1.292
S -4.016 -24.808 -1.417
O -4.537 -25.068 -2.769
O -3.785 -26.075 -0.746
C -5.467 -23.855 -0.497
F -5.584 -22.585 -0.869
F -6.600 -24.488 -0.751
F -5.306 -24.001 0.841
C 1.297 -33.684 -4.169
F 1.641 -34.986 -4.263
F 0.519 -33.598 -3.112
F 2.401 -33.019 -3.915
S 0.505 -33.141 -5.848
O -0.825 -33.759 -5.795
O 0.559 -31.683 -5.831
N 1.579 -33.791 -7.024
S 0.774 -34.853 -7.735
O 0.520 -36.011 -6.898
O -0.394 -34.311 -8.487
C 1.921 -35.540 -9.091
F 2.994 -36.018 -8.510
F 1.345 -36.526 -9.802
F 2.250 -34.490 -9.866



(2)
The molecule C5H2S2, computed with ωB97M-V/def2-TZVPD.

As for the SMILES: C#CC#CC(=S)S. For the energy above the lowest of the compared OMol25 structures with the same formula, charge and spin, the calculation gives 149.49 kJ/mol.

CARTESIAN COORDINATES (ANGSTROEM)
C 4.387 0.168 0.281
C 3.191 -0.022 -0.209
C 1.756 -0.385 -0.290
C 0.522 -0.419 -0.198
C -0.952 -0.135 -0.058
S -1.959 -1.364 0.093
S -1.679 1.516 0.062
H 5.369 -0.011 0.796
H -0.596 2.341 -0.422



Values of maximum force, in order: 8.4; 6.8, all in eV Å⁻¹.
Values of HOMO, in order: -3.91; -9.15, all in eV.